# 1
Molecular formula: C25H40CoO13
Method: DFT, ωB97M-V/def2-TZVPD

Last column: Mulliken charge in e.
Element x y z (Å)
H (-3.58216, -0.29339, 2.42114)  0.075
H (-0.41817, 0.26830, -5.10115)  -0.030
H (0.05451, 2.36359, -4.35677)  0.289
H (5.24407, 0.99567, 2.01508)  0.362
O (0.50766, 1.04527, -0.40185)  0.131
O (-0.23148, -2.66435, 0.46907)  -0.438
C (3.78535, -1.83809, 1.34933)  -0.097
C (-0.69254, -0.77426, -4.94022)  -0.363
H (0.44922, -2.63944, -4.76212)  0.344
C (1.86700, 2.57583, -3.16517)  -0.664
O (-0.95990, -1.09521, -1.43804)  -0.749
C (-4.62186, 2.77845, -1.07761)  -0.537
H (1.12948, 3.88985, 3.99381)  0.309
H (0.04471, 3.77208, -3.33232)  0.311
H (-0.82403, -4.76118, -1.36782)  0.183
C (-4.49313, 3.44251, 0.24993)  -0.627
C (4.70037, 0.35536, 1.32045)  -0.404
C (-2.87929, -0.91622, 2.97446)  -0.621
O (-1.23498, 2.46946, 3.28715)  -0.275
H (0.73104, -6.70385, 0.27082)  0.288
H (2.27978, 3.35981, -3.80005)  0.422
O (1.59358, -3.86066, -0.03565)  -0.148
H (0.87518, 3.33103, 5.62308)  0.366
H (3.87007, -2.35361, 0.39270)  0.143
O (-2.27292, 0.65672, 0.20948)  -0.231
H (-5.49296, 2.12480, -1.12246)  0.273
H (-3.86365, 4.32503, 0.13593)  0.297
H (0.42480, -6.56326, -1.39667)  0.351
C (0.60468, 3.13920, 4.58475)  -0.800
H (5.36583, -1.18183, 2.67869)  0.266
H (-1.30414, -5.24888, 0.23590)  0.441
H (2.11952, -4.94270, -1.73795)  0.287
C (-0.90462, 3.45869, 4.27204)  -0.519
H (2.89483, 2.16575, -1.32197)  0.080
H (-2.43965, -0.42312, 3.84145)  0.168
C (0.67800, -5.96043, -0.52455)  -0.704
H (-4.68245, 3.45648, -1.92890)  0.401
C (2.72303, -0.75691, 1.30597)  -0.179
H (3.64872, -2.60948, 2.10722)  0.354
C (-0.74270, -1.14520, -2.63721)  -0.010
C (0.76346, 1.83762, -1.33515)  0.106
C (0.24945, -3.72307, 0.10646)  -0.186
H (-1.59525, 3.29998, 5.10025)  0.337
O (-1.97192, -1.49229, 2.02602)  -0.310
O (-0.10945, 1.93077, -2.34484)  -0.312
H (-5.42678, 3.75238, 0.71939)  0.366
H (-3.17595, 2.33740, 1.91285)  0.120
H (1.85434, 1.67003, 3.79211)  0.017
H (-3.33559, -1.81493, 3.38948)  0.453
H (-1.03327, -1.17349, -5.89552)  0.415
C (1.99424, 2.65970, -1.68675)  -0.306
Co (-0.48669, -0.50238, 0.57592)  4.198
H (-2.37600, -1.72089, -3.83663)  0.431
H (-2.20701, 0.08293, -3.76571)  0.128
C (-0.26074, 1.59453, 3.10115)  0.156
C (-3.14930, 1.52088, 0.03185)  -0.048
O (0.40244, -1.60501, -3.11702)  -0.355
O (3.31133, 0.43167, 1.53806)  -0.376
C (5.06966, -1.05078, 1.63792)  -0.694
H (1.44574, -1.25694, -4.81103)  0.373
H (2.21773, 1.62433, -3.56482)  0.194
C (-1.68896, -0.87551, -3.79934)  -0.372
H (-4.70178, 1.64628, 1.35028)  0.291
C (0.46816, -1.59128, -4.46367)  -0.605
O (1.48736, -0.89442, 1.19904)  -0.784
O (-3.54783, 1.90922, -1.12199)  -0.396
C (1.90945, -5.09361, -0.67909)  -0.453
H (2.74950, -5.48348, -0.10427)  0.309
H (0.80249, 1.18972, 5.08797)  0.413
H (5.11959, 0.62282, 0.35050)  0.241
H (-0.96447, 4.46516, 3.85786)  0.298
C (0.37950, 2.73612, -3.38533)  -0.453
H (5.96461, -1.38715, 1.11445)  0.366
O (-0.30011, 0.73653, 2.21361)  -0.294
C (0.83298, 1.76286, 4.16132)  -0.164
C (-3.88352, 2.31536, 1.08402)  -0.201
C (-0.44191, -4.96535, -0.36763)  -0.289
H (-2.17339, -2.43072, 2.00695)  0.262
H (1.85706, 3.69318, -1.36867)  0.375

The spin multiplicity is 4. Its net charge is +2. As for the expectation value of S²: 3.75. The energy above the lowest of the compared OMol25 structures with the same formula, charge and spin comes out at 45.3 kcal per mole. The strongest force on any atom comes out at 3.97 eV/Å. The lowest unoccupied orbital energy (alpha / beta) is -3.88 / -4.04 eV.

=====

# 2
Molecular formula: C3H10N3O
Method: DFT, ωB97M-V/def2-TZVPD

Last column: Mulliken charge in e.
Element x y z (Å)
H (2.93503, -1.25628, -0.18353)  0.242
N (0.12647, -1.72573, -1.58192)  -0.255
H (1.47624, -0.29589, 0.08692)  0.216
H (-2.51341, 0.33976, -0.44265)  0.262
C (-0.10224, 1.65854, 1.02853)  0.091
H (-1.65509, 2.69700, 0.35386)  0.231
H (2.07526, -2.35672, -1.97175)  0.358
O (0.49462, 0.59528, 1.21291)  -0.721
H (-1.87568, -0.17515, 1.12533)  0.341
H (-3.23804, 0.91403, 1.06062)  0.331
C (1.42211, -1.74652, -1.36213)  0.213
H (-0.49096, -1.22923, -0.95657)  0.177
C (-2.29699, 0.66490, 0.57845)  -0.844
N (1.95430, -1.09553, -0.36013)  -0.195
N (-1.36240, 1.76525, 0.60297)  -0.092
H (-0.28904, -2.42367, -2.17710)  0.254
H (0.39706, 2.61610, 1.21529)  0.394

Its net charge is +1. The energy above the lowest of the compared OMol25 structures with the same formula, charge and spin comes out at 19.0 kcal per mole. The strongest force on any atom comes out at 1.16 eV/Å. The lowest unoccupied orbital energy is -3.33 eV.

=====

# 3
Molecular formula: C9H8O2S
Method: DFT, ωB97M-V/def2-TZVPD

Last column: Mulliken charge in e.
Element x y z (Å)
C (-1.53321, 0.70613, -1.51728)  -0.714
C (0.40337, 0.28432, -0.20952)  1.133
H (-1.38452, 2.67491, 1.23062)  0.525
H (-2.13705, 0.24615, -2.26256)  0.409
H (0.87532, 1.60736, 1.45267)  0.361
S (-2.86446, -0.92019, 0.48157)  0.840
H (4.60531, -1.79775, -0.15435)  0.289
H (4.06384, -1.42244, 1.58931)  0.324
H (3.60895, -2.80961, 0.72091)  0.328
H (-0.03785, -0.74302, -2.11295)  0.235
C (3.83318, -1.77990, 0.66456)  -1.129
C (-1.98858, 1.62252, -0.51872)  -0.740
O (-3.82524, -1.14347, -0.60990)  -0.458
C (-0.41366, -0.03577, -1.26113)  -0.335
C (2.59371, -1.06102, 0.32369)  0.183
O (-3.42937, -0.26596, 1.60476)  -0.402
C (-1.20270, 1.91564, 0.54785)  -0.353
C (0.14322, 1.29181, 0.65302)  -0.343
C (1.59404, -0.48034, 0.02345)  -0.564
H (-2.90430, 2.11061, -0.64601)  0.408

Its net charge is 0. The energy above the lowest of the compared OMol25 structures with the same formula, charge and spin comes out at 62.5 kcal per mole. The strongest force on any atom comes out at 4.56 eV/Å. The lowest unoccupied orbital energy is -0.66 eV.

=====

# 4
Molecular formula: C12H36O12
Method: DFT, ωB97M-V/def2-TZVPD

Last column: Mulliken charge in e.
Element x y z (Å)
H (13.78393, 15.36288, -26.48587)  0.329
H (5.74387, 7.57809, -18.94351)  0.241
H (12.18147, 12.75464, -21.53194)  0.261
H (4.84851, 9.66243, -16.87697)  0.298
O (2.90708, 19.49317, -20.19325)  -0.511
H (8.11615, 7.79782, -23.69458)  0.347
O (7.45346, 15.01167, -20.21134)  -0.495
C (7.10056, 14.85481, -22.48929)  -0.311
O (0.37019, 20.17429, -21.17255)  -0.550
O (8.37681, 14.83640, -23.10248)  -0.456
H (9.06136, 8.62275, -24.91375)  0.237
C (6.98189, 15.74282, -21.29526)  -0.496
H (16.28001, 16.58163, -24.53218)  0.302
H (14.01597, 17.92439, -23.49041)  0.312
O (5.07553, 9.37846, -19.74462)  -0.515
H (6.58031, 13.90501, -22.36547)  0.210
H (0.64762, 19.86255, -22.03709)  0.308
C (12.45519, 13.04297, -20.51704)  -0.304
C (0.49554, 19.17097, -20.21772)  -0.330
H (5.53913, 8.35792, -16.45045)  0.374
H (15.02460, 18.22460, -25.00550)  0.304
H (7.76419, 10.89117, -25.12220)  0.330
H (12.60889, 14.69951, -19.61463)  0.275
O (8.47916, 9.86209, -23.32176)  -0.470
H (4.09852, 8.04301, -18.50449)  0.273
H (2.17656, 17.84682, -19.34679)  0.311
C (5.11253, 8.41614, -18.64822)  -0.295
O (14.67408, 14.29530, -20.22133)  -0.529
H (14.25666, 12.63129, -21.40147)  0.264
H (2.44318, 20.15937, -20.70568)  0.347
H (7.09318, 8.25339, -25.95459)  0.348
H (6.50009, 15.33488, -23.26199)  0.278
C (13.59328, 16.60094, -25.08492)  -0.298
H (4.35104, 9.99698, -19.62563)  0.293
C (14.57205, 17.50142, -24.32705)  -0.435
H (7.74760, 9.72518, -22.71540)  0.287
H (2.09083, 17.94175, -21.07232)  0.233
C (8.23701, 8.74955, -24.21200)  -0.444
O (6.85208, 9.64069, -17.38561)  -0.487
O (7.54104, 10.38194, -25.90483)  -0.499
C (5.60893, 9.01664, -17.31608)  -0.495
C (7.22853, 9.10279, -25.28504)  -0.390
H (8.38372, 14.80040, -20.31895)  0.322
H (12.07711, 12.27740, -19.83949)  0.261
H (14.24872, 12.31168, -19.71644)  0.261
O (14.07415, 16.27257, -26.38670)  -0.514
H (6.27320, 9.28013, -24.79108)  0.252
H (13.43672, 15.68698, -24.51197)  0.276
H (7.56861, 16.61658, -21.57879)  0.339
O (15.59832, 16.70873, -23.86829)  -0.532
H (5.94523, 16.02761, -21.11542)  0.292
O (11.94610, 14.33752, -20.20733)  -0.488
H (6.77258, 10.35744, -18.01928)  0.314
C (1.86076, 18.49674, -20.16285)  -0.368
H (9.03872, 15.02570, -22.43341)  0.317
H (12.69636, 17.21411, -25.17240)  0.258
H (-0.31126, 18.44433, -20.31347)  0.296
H (0.27470, 19.80488, -19.35895)  0.265
C (14.04589, 13.10071, -20.44058)  -0.323
H (15.17829, 14.58019, -20.98698)  0.321

Its net charge is 0. As for the SMILES: OCCO.OCCO.OCCO.OCCO.OCCO.OCCO. The energy above the lowest of the compared OMol25 structures with the same formula, charge and spin comes out at 77.0 kcal per mole. The strongest force on any atom comes out at 3.87 eV/Å. The lowest unoccupied orbital energy is 0.32 eV.